Density functional theory data (ωB97M-V/def2-TZVPD) for a cluster of 11 separate species, C34H96N6O11 in total at a distorted geometry.

Calculated values
E_LUMO in eV: 0.4
HOMO in eV: -8.966
ΔE to the lowest compared entry with this formula, charge and spin in kcal/mol: 82.36
M in g mol⁻¹: 765.2
Charge: 0
SMILES: COC[C@H](C)N.COC[C@H](C)N.COC[C@H](C)N.COC[C@H](C)N.COC[C@H](C)N.COC[C@H](C)N.CCO.CCO.CCO.CCO.CCO

Each line ends with the Mulliken charge.
Positions of all 147 atoms, in Å:
C (4.598507, 1.887852, -6.979429)  -0.767
O (3.676819, 1.715044, -5.941224)  -0.298
C (3.732194, 0.494399, -5.239541)  -1.078
C (2.843673, 0.622527, -3.968312)  0.587
C (3.625814, 1.165956, -2.720390)  -0.799
N (2.320390, -0.732119, -3.564300)  -0.457
H (5.614781, 1.597774, -6.705824)  0.319
H (4.531062, 2.961043, -7.158014)  0.239
H (4.347359, 1.357664, -7.900513)  0.280
H (3.294554, -0.290452, -5.859470)  0.455
H (4.728670, 0.197253, -4.905262)  0.316
H (1.996915, 1.253981, -4.235873)  0.342
H (4.069979, 2.121791, -3.003006)  0.509
H (4.347833, 0.525763, -2.215186)  0.202
H (2.799417, 1.360074, -2.034187)  -0.028
H (1.752104, -0.490874, -2.761549)  0.072
H (3.118991, -1.219156, -3.180270)  -0.102
C (0.331902, -0.666251, 7.673929)  -0.802
O (0.887883, -0.224468, 6.445576)  -0.186
C (2.140163, -0.805244, 6.074805)  -0.914
C (2.736645, -0.196940, 4.770390)  0.281
C (1.710223, -0.106631, 3.601133)  -0.639
N (4.026588, -0.892924, 4.371979)  -0.777
H (1.086814, -0.657020, 8.462068)  0.327
H (0.099579, -1.711149, 7.451711)  0.274
H (-0.565419, -0.095865, 7.903484)  0.204
H (2.815594, -0.767273, 6.931121)  0.371
H (1.811386, -1.820805, 5.834865)  0.392
H (3.020514, 0.819192, 5.051644)  0.334
H (1.064638, -0.986024, 3.655949)  -0.140
H (2.146582, -0.161217, 2.604169)  0.511
H (1.036000, 0.740074, 3.721121)  0.045
H (4.465657, -1.196757, 5.233002)  0.271
H (4.582518, -0.086031, 4.117596)  0.287
C (2.211821, 7.831479, 0.057972)  -0.935
O (1.967133, 6.431156, 0.089122)  -0.154
C (2.999451, 5.673510, -0.557228)  -1.050
C (2.916682, 4.114136, -0.257212)  0.745
C (1.522322, 3.566230, -0.386196)  -1.078
N (3.225885, 3.834640, 1.169762)  -0.711
H (1.381222, 8.368217, 0.516601)  0.220
H (2.347922, 8.281757, -0.926664)  0.344
H (3.069959, 8.036011, 0.701712)  0.394
H (2.742332, 5.833682, -1.607055)  0.426
H (3.990958, 6.067713, -0.327683)  0.464
H (3.612627, 3.593535, -0.914773)  0.048
H (0.814440, 4.253902, 0.076012)  0.519
H (1.468354, 2.519850, -0.089805)  -0.113
H (1.300287, 3.590611, -1.456189)  0.396
H (3.980702, 4.473267, 1.387564)  0.278
H (2.440926, 4.062033, 1.761991)  0.121
C (-5.979692, -4.199517, -1.081659)  -0.310
O (-6.838477, -3.094766, -1.425885)  -0.402
C (-6.834175, -2.891363, -2.876640)  -1.107
C (-5.479747, -2.495166, -3.519633)  0.922
C (-4.879994, -1.250723, -2.951979)  -0.597
N (-5.508359, -2.453897, -4.967323)  -0.714
H (-6.162219, -4.937430, -1.864103)  0.366
H (-6.241403, -4.607258, -0.105931)  0.261
H (-4.950609, -3.837782, -1.057383)  -0.175
H (-7.199573, -3.797203, -3.364698)  0.429
H (-7.550846, -2.080235, -3.008653)  0.373
H (-4.751094, -3.269555, -3.270327)  -0.111
H (-5.536019, -0.378929, -2.958984)  0.439
H (-4.013540, -1.001159, -3.562578)  0.344
H (-4.588814, -1.479688, -1.926378)  -0.145
H (-6.139513, -1.752997, -5.336870)  0.259
H (-5.898822, -3.291616, -5.380807)  0.271
C (-2.080466, -3.006680, 5.119946)  -0.470
O (-2.134000, -1.975584, 4.124404)  -0.154
C (-2.959217, -2.333984, 3.036825)  -0.924
C (-2.700888, -1.437871, 1.775124)  1.492
C (-3.381507, -0.063101, 1.697636)  -1.483
N (-3.068657, -2.183675, 0.563697)  -0.597
H (-3.030349, -3.250796, 5.598065)  0.344
H (-1.391195, -2.730301, 5.918031)  -0.094
H (-1.623544, -3.920715, 4.734466)  0.312
H (-2.819647, -3.391564, 2.804241)  0.458
H (-3.997710, -2.202747, 3.353208)  0.310
H (-1.647416, -1.232731, 1.574651)  -0.575
H (-4.435602, -0.218754, 1.941397)  0.450
H (-3.291545, 0.388287, 0.710178)  0.228
H (-3.157284, 0.698418, 2.445134)  0.283
H (-4.056440, -2.398419, 0.644012)  0.205
H (-2.660667, -3.105609, 0.473670)  0.177
C (-0.620106, 2.565124, 2.158266)  -0.192
O (-0.839920, 3.977819, 2.387388)  -0.542
C (0.094208, 4.553665, 3.290402)  0.442
C (-0.429871, 5.886909, 3.884982)  0.240
C (-0.616471, 6.984123, 2.823547)  -1.198
N (0.487681, 6.418790, 4.930333)  -0.770
H (-0.996438, 2.075106, 3.058750)  0.575
H (0.445717, 2.345361, 2.088892)  0.097
H (-1.215848, 2.273295, 1.295472)  -0.088
H (0.182976, 3.817409, 4.092797)  0.372
H (1.057943, 4.658260, 2.790057)  -0.589
H (-1.268035, 5.777505, 4.573786)  0.317
H (0.378384, 7.333493, 2.549216)  0.156
H (-1.221742, 7.759957, 3.293386)  0.425
H (-1.175912, 6.623968, 1.959715)  0.327
H (0.038573, 7.275639, 5.226035)  0.275
H (1.391264, 6.704187, 4.573834)  0.239
C (0.518381, -1.485217, -0.150005)  1.628
C (-0.317782, -0.335703, -0.755375)  0.688
O (-1.423225, -0.854257, -1.454709)  1.245
H (1.270069, -1.948976, -0.785047)  -1.047
H (-0.152092, -2.282275, 0.175772)  -0.340
H (0.910813, -1.102021, 0.793536)  -0.291
H (0.254797, 0.259313, -1.468035)  -0.103
H (-0.679286, 0.369172, -0.004379)  -0.618
H (-2.093375, -1.157606, -0.828797)  -0.462
C (-2.688314, 2.340757, -3.011583)  -0.947
C (-1.734761, 1.693004, -4.003579)  0.495
O (-2.140504, 0.494624, -4.429753)  -0.551
H (-3.715057, 2.092832, -3.283020)  0.283
H (-2.715118, 3.431177, -2.984149)  0.424
H (-2.429692, 2.024722, -1.999675)  -0.028
H (-0.690139, 1.693146, -3.678314)  -0.371
H (-1.734030, 2.367942, -4.862989)  0.437
H (-2.278466, -0.146871, -3.727496)  -0.019
C (1.860365, -4.075650, 2.354419)  -0.632
C (0.893736, -5.064527, 1.672237)  0.096
O (0.152411, -5.770927, 2.683241)  -0.552
H (2.595105, -3.525041, 1.766412)  0.300
H (2.411109, -4.595792, 3.137839)  0.462
H (1.261562, -3.260640, 2.763369)  -0.192
H (1.396213, -5.710558, 0.951179)  0.334
H (0.084444, -4.548395, 1.151482)  -0.077
H (-0.274163, -6.551614, 2.322662)  0.292
C (3.502745, -3.490402, -1.709635)  -0.334
C (3.993499, -3.968153, -3.096716)  -0.353
O (4.568250, -2.909086, -3.757639)  -0.456
H (2.823875, -2.642598, -1.795269)  -0.345
H (4.344057, -3.149752, -1.103519)  0.414
H (2.951343, -4.263055, -1.172617)  0.242
H (3.133797, -4.349414, -3.647201)  0.247
H (4.648617, -4.801854, -2.832480)  0.339
H (5.134126, -2.477625, -3.110941)  0.316
C (-0.295604, -4.651537, -2.903901)  -0.852
C (-1.654380, -4.002323, -3.263076)  -0.011
O (-1.496650, -2.676519, -3.755414)  -0.523
H (-0.427306, -5.651515, -2.487186)  0.426
H (0.134800, -4.125231, -2.049161)  -0.039
H (0.410828, -4.620779, -3.732024)  0.281
H (-2.310170, -4.097167, -2.395001)  -0.060
H (-2.117955, -4.494673, -4.118368)  0.427
H (-1.379588, -2.069356, -3.016930)  0.133

Atoms 1-6, force components in eV/Å:
C -0.1 0.5 0.0
O 0.1 -0.1 0.7
C -1.3 -0.3 0.6
C 1.5 -1.6 0.4
C -1.6 1.1 -1.2
N 0.0 1.3 -0.6



Density functional theory data (ωB97M-V/def2-TZVPD) for the molecule C2H2N2S at a distorted geometry.

Calculated values
E_LUMO in eV: 0.5
HOMO in eV: -9.857
ΔE to the lowest compared entry with this formula, charge and spin in kcal/mol: 18.73
M in g mol⁻¹: 86.1
Charge: 0
SMILES: c1csnn1

Each line ends with the natural charge from an NBO analysis.
Positions of all 7 atoms, in Å:
C (-0.675378, 0.422586, -0.060110)  -0.101
C (-0.183783, -0.836747, 0.169637)  -0.451
S (1.517929, -0.757891, 0.096637)  0.611
N (1.460235, 0.872243, -0.217353)  -0.350
N (0.293921, 1.326037, -0.268390)  -0.181
H (-1.705362, 0.722587, -0.085018)  0.224
H (-0.707562, -1.748816, 0.364597)  0.248

Atoms 1-6, force components in eV/Å:
C -0.1 -1.3 0.3
C 0.4 0.1 0.0
S -1.0 -0.1 0.1
N 1.7 0.2 -0.1
N -0.6 1.3 -0.2
H -0.2 0.0 0.0



Density functional theory data (ωB97M-V/def2-TZVPD) for a structure of composition C15H37CrN5O15S2V2 at a distorted geometry.

Calculated values
E_LUMO (alpha / beta) in eV: -5.5 / -5.5
HOMO (alpha / beta) in eV: -8.625 / -8.631
ΔE to the lowest compared entry with this formula, charge and spin in kcal/mol: 78.80
M in g mol⁻¹: 745.5
Multiplicity: 10
Charge: +1

Each line ends with the Mulliken charge.
Positions of all 77 atoms, in Å:
Cr (38.906677, 3.552585, 13.371442)  -0.064
V (34.629322, 6.205133, 15.075195)  0.967
V (39.537127, 7.365882, 13.473044)  1.008
O (39.785168, 5.186989, 14.091697)  0.344
H (40.642390, 5.224031, 14.533671)  -0.079
O (38.278226, 1.774949, 12.923551)  -0.660
H (37.596930, 1.313870, 12.427259)  0.182
S (40.297091, 5.290594, 10.958299)  1.167
O (41.609361, 4.933550, 10.395648)  -0.743
O (39.677038, 4.097808, 11.666224)  -0.392
O (40.497113, 6.482237, 11.811271)  -0.753
O (39.719272, 5.627113, 9.639734)  -0.661
S (36.746615, 5.768749, 13.483049)  0.834
O (35.337868, 6.011720, 13.099696)  -0.664
O (37.685403, 6.769271, 13.016114)  -0.056
O (36.605474, 5.796360, 14.930425)  -0.282
O (37.253431, 4.491822, 12.988117)  0.185
C (34.373070, 9.034902, 10.609807)  0.229
O (33.188039, 9.269292, 10.464827)  -0.634
N (35.215442, 9.917290, 11.187867)  0.073
C (36.645878, 9.542655, 11.306467)  -0.766
C (34.855776, 11.299294, 11.523108)  -0.860
H (34.892878, 8.148549, 10.212307)  0.292
H (37.014414, 9.957440, 12.245780)  0.300
H (37.142790, 10.023631, 10.462887)  0.340
H (36.749422, 8.460967, 11.272044)  0.113
H (33.904575, 11.715609, 11.207510)  0.317
H (34.913689, 11.279599, 12.613938)  0.273
H (35.708107, 11.850705, 11.123624)  0.316
C (37.276105, 3.488482, 8.238510)  0.274
O (37.408025, 2.652925, 7.357537)  -0.627
N (36.179762, 3.655504, 9.024946)  0.130
C (36.120686, 4.793921, 9.953182)  -0.418
C (34.997766, 2.844867, 8.824881)  -0.971
H (37.969108, 4.329830, 8.394417)  0.280
H (35.813682, 4.373678, 10.911716)  -0.242
H (35.259160, 5.379996, 9.617965)  0.393
H (37.018920, 5.407640, 9.915834)  0.222
H (34.101005, 3.458106, 8.939822)  0.314
H (35.002483, 2.366330, 7.849146)  0.359
H (34.998767, 2.164057, 9.681311)  0.216
C (38.546847, 7.065357, 16.946030)  0.406
O (39.162162, 7.218564, 15.883562)  -0.465
N (38.936876, 7.838033, 17.963003)  0.113
C (38.489361, 7.503590, 19.320338)  -0.966
C (39.998352, 8.840106, 17.816556)  -1.009
H (37.808606, 6.265536, 17.085226)  0.071
H (38.250486, 8.420753, 19.862964)  0.305
H (39.372884, 7.116166, 19.830159)  0.359
H (37.598842, 6.889600, 19.434011)  0.307
H (40.159416, 9.081675, 16.773997)  0.285
H (39.720757, 9.717375, 18.409992)  0.377
H (40.901370, 8.706696, 18.418160)  0.360
C (33.800346, 3.003540, 15.124256)  0.061
O (34.468639, 4.035602, 15.107065)  -0.354
N (33.183589, 2.330317, 14.120959)  0.170
C (32.112165, 1.399234, 14.364703)  -0.881
C (33.390219, 2.680646, 12.695011)  -0.611
H (33.407221, 2.511554, 16.027318)  0.322
H (32.394288, 0.424228, 13.965996)  0.335
H (31.244281, 1.728570, 13.792705)  0.317
H (31.856824, 1.356996, 15.422202)  0.327
H (32.526411, 3.042015, 12.135593)  0.359
H (34.143320, 3.465870, 12.639193)  -0.159
H (33.712047, 1.792323, 12.151464)  0.419
C (37.557363, 3.149489, 16.401493)  0.470
O (38.132828, 3.026078, 15.328642)  -0.512
N (38.179924, 3.068556, 17.584713)  0.213
C (37.415797, 3.148531, 18.823154)  -0.909
C (39.634045, 2.827831, 17.621218)  -1.000
H (36.525256, 3.500433, 16.548936)  0.038
H (38.113522, 3.421729, 19.609786)  0.357
H (36.823368, 2.246591, 18.976450)  0.301
H (36.668934, 3.938798, 18.714917)  0.317
H (39.872149, 1.830241, 17.256117)  0.324
H (40.235996, 3.683760, 17.325578)  0.270
H (39.834813, 2.690257, 18.685997)  0.429

Atoms 1-6, force components in eV/Å:
Cr -0.2 -1.3 -1.8
V 1.0 -2.0 -1.6
V 1.2 -3.4 -0.3
O -0.3 0.9 0.6
H -0.2 -0.5 -0.1
O 0.9 1.7 0.9



Density functional theory data (ωB97M-V/def2-TZVPD) for a structure of composition C21H36AlO12.

Calculated values
E_LUMO in eV: 1.9
HOMO in eV: -4.348
M in g mol⁻¹: 507.5
Charge: -1

Each line ends with the natural charge from an NBO analysis.
Positions of all 70 atoms, in Å:
O (-1.825002, 0.381513, 1.307896)  -0.486
O (-0.467925, 0.069647, 1.675321)  -0.319
C (0.327438, 1.288840, 1.507581)  -0.581
Al (-0.380457, 2.950289, 2.490449)  0.861
H (-1.711316, 0.576665, 0.364121)  0.456
H (1.323235, 0.939996, 1.797601)  0.168
H (0.330174, 1.501903, 0.428834)  0.167
H (-1.065406, 2.574997, 3.925950)  -0.408
H (0.809755, 4.053445, 2.718642)  -0.412
H (-1.527848, 3.629574, 1.528576)  -0.445
O (3.225097, 1.940578, -2.434658)  -0.582
C (2.571852, 0.939137, -2.491823)  0.796
O (1.616537, 0.632786, -1.597599)  -0.474
C (1.061517, -0.665382, -1.854426)  -0.079
C (1.351832, -0.936296, -3.327848)  -0.429
C (2.667307, -0.182449, -3.523641)  -0.531
H (1.553630, -1.379640, -1.193345)  0.182
H (0.001520, -0.624354, -1.616193)  0.225
H (1.398882, -1.995984, -3.560289)  0.217
H (0.568288, -0.483205, -3.938365)  0.204
H (3.534210, -0.795838, -3.270458)  0.238
H (2.802122, 0.237437, -4.517017)  0.226
O (-2.144319, 0.544466, -1.837570)  -0.644
C (-2.452717, 1.714970, -1.853823)  0.808
O (-1.870364, 2.597219, -1.055512)  -0.459
C (-2.490254, 3.892406, -1.165396)  -0.068
C (-3.199160, 3.865772, -2.526000)  -0.430
C (-3.550250, 2.379358, -2.649951)  -0.548
H (-3.182962, 3.992463, -0.331129)  0.203
H (-1.716012, 4.643981, -1.057583)  0.214
H (-4.056849, 4.534163, -2.557739)  0.216
H (-2.510227, 4.156116, -3.320766)  0.201
H (-4.473286, 2.108072, -2.134214)  0.277
H (-3.574467, 1.991850, -3.664826)  0.231
O (2.941032, 3.480956, 6.912813)  -0.577
C (3.318555, 2.823682, 5.987513)  0.797
O (3.672750, 3.365437, 4.806217)  -0.479
C (4.034534, 2.342611, 3.858379)  -0.073
C (4.420264, 1.138281, 4.715202)  -0.428
C (3.496204, 1.313133, 5.920437)  -0.531
H (3.172556, 2.130051, 3.224356)  0.210
H (4.844653, 2.731233, 3.247777)  0.190
H (4.302351, 0.195803, 4.184890)  0.220
H (5.460299, 1.221940, 5.036285)  0.196
H (2.513846, 0.863369, 5.768741)  0.247
H (3.915045, 0.949536, 6.854826)  0.226
O (-6.138423, 0.791538, -1.724057)  -0.592
C (-5.976518, -0.121716, -0.965690)  0.801
O (-6.845025, -1.158748, -0.893077)  -0.500
C (-6.453602, -2.055830, 0.164929)  -0.070
C (-4.963868, -1.800060, 0.383759)  -0.428
C (-4.849981, -0.317941, 0.031940)  -0.532
H (-7.048020, -1.815923, 1.049131)  0.174
H (-6.687762, -3.068619, -0.153532)  0.188
H (-4.630987, -2.046613, 1.388531)  0.232
H (-4.379656, -2.390527, -0.322459)  0.209
H (-5.039093, 0.329355, 0.890305)  0.248
H (-3.897499, -0.039489, -0.410519)  0.270
O (4.192437, -2.699042, -0.954670)  -0.549
C (3.647528, -3.696590, -1.312214)  0.792
O (2.624481, -3.673364, -2.206411)  -0.501
C (2.091330, -4.991867, -2.404941)  -0.071
C (3.211043, -5.944383, -1.988142)  -0.428
C (3.915297, -5.134769, -0.897297)  -0.530
H (1.204490, -5.098702, -1.777255)  0.183
H (1.799678, -5.084540, -3.447872)  0.196
H (2.840832, -6.913670, -1.662720)  0.220
H (3.890575, -6.103612, -2.825874)  0.208
H (3.471140, -5.286012, 0.087676)  0.240
H (4.984930, -5.309398, -0.831775)  0.241

Atoms 1-6, force components in eV/Å:
O 0.2 -0.1 0.1
O 0.0 0.0 -0.1
C -0.6 0.1 0.2
Al -0.3 0.0 0.0
H -0.1 0.0 0.0
H 0.1 0.0 -0.1